The following is a DFT calculation (ωB97M-V/def2-TZVPD) of a molecular structure, C23H17Br2F3Zn.

Calculated values
Kohn-Sham gap = 2.1 eV
HOMO energy = 0.045 hartree
E_LUMO = 3.35 eV
Charge = -2
Max |F| = 3.105 eV/Å

```
46
Properties=species:S:1:pos:R:3:mulliken_charge:R:1
F -3.74333 -2.02539 -4.44138 -0.29
C -3.19593 -0.78883 -4.68360 0.88
F -2.37927 -0.91660 -5.76554 -0.31
F -4.22785 0.03458 -5.05281 -0.29
C -2.47577 -0.27036 -3.47870 0.57
C -1.14411 0.13079 -3.56535 -0.52
C -0.48839 0.49673 -2.40286 -0.36
C -1.13840 0.50530 -1.14118 1.09
C -0.34174 0.68406 0.04550 -1.34
C -0.90890 1.01542 1.33856 1.17
C -0.34341 2.06612 2.11807 -0.42
C -0.77842 2.28481 3.42178 -0.60
C -1.77000 1.46394 3.98865 -0.43
C -2.33025 0.42410 3.23277 -0.97
C -1.91952 0.20521 1.91826 -0.11
C -2.53467 0.24143 -1.13928 -0.36
C -3.18221 -0.19458 -2.28245 -1.30
H -0.62791 0.13643 -4.52207 0.35
H 0.56754 0.77171 -2.45007 -0.18
H 0.65990 1.09492 -0.14129 0.08
H 0.44016 2.68986 1.66942 0.36
H -0.33985 3.09671 4.00860 0.32
H -2.09782 1.62820 5.01886 0.31
H -3.09583 -0.22459 3.66464 0.29
H -2.33976 -0.62852 1.34697 0.28
H -3.10765 0.35127 -0.22363 0.59
H -4.23476 -0.47711 -2.24417 0.31
Br 3.20819 0.25460 -4.88647 -0.21
Zn 3.17614 2.00554 -3.47725 0.18
Br 2.88579 3.40967 -1.74328 -0.16
C 2.61297 -1.96793 -0.49491 -1.33
C 1.21505 -2.04176 -0.68565 -0.73
C 0.56742 -1.53865 0.48519 -0.54
C 1.58892 -1.28344 1.47361 0.12
C 2.87326 -1.47755 0.82371 0.71
C 4.04917 -1.11716 1.49243 -0.58
C 3.95195 -0.51240 2.74809 -0.38
C 2.70709 -0.35749 3.38755 -0.56
C 1.53017 -0.79436 2.77813 -0.30
H 3.40419 -2.21623 -1.20409 0.38
H 0.72212 -2.38604 -1.59380 0.43
H -0.48554 -1.69006 0.73559 0.60
H 5.01472 -1.30068 1.01816 0.31
H 4.84994 -0.17595 3.26636 0.32
H 2.64465 0.12746 4.36220 0.33
H 0.56196 -0.73320 3.27676 0.29
```

***

The following is a DFT calculation (ωB97M-V/def2-TZVPD) of 5 unconnected molecules or ions with the total composition C12H16NO15.

Calculated values
Kohn-Sham gap = 8.7 eV
HOMO energy = -0.227 hartree
ΔE to the lowest compared entry with this formula, charge and spin = 7.7 kJ/mol
E_LUMO = 2.55 eV
Charge = -1
Max |F| = 10.537 eV/Å

```
44
Properties=species:S:1:pos:R:3:mulliken_charge:R:1
N 21.55130 -24.50741 5.95743 0.91
O 22.53888 -23.82519 6.27919 -0.73
O 20.47349 -23.91309 5.86386 -0.58
O 21.62991 -25.67641 6.05079 -0.63
C 26.20788 -25.63825 5.98850 -0.34
C 25.48475 -25.40524 7.29607 -0.03
O 25.28979 -26.78659 7.72769 -0.35
C 25.91565 -27.70389 6.88238 0.68
O 25.79477 -28.89003 7.04341 -0.55
O 26.48311 -27.05269 5.90086 -0.36
H 27.02560 -25.04428 6.02922 0.32
H 25.66883 -25.32809 5.07839 0.20
H 24.46349 -24.80660 7.03632 0.02
H 26.08483 -24.96045 7.85401 0.45
C 21.95669 -25.15890 2.70499 -0.15
C 20.99377 -24.10678 2.43681 -0.19
O 19.72302 -24.69708 2.26677 -0.31
C 19.84883 -25.94059 2.69479 0.75
O 18.92895 -26.73089 2.61505 -0.61
O 21.15310 -26.26818 3.03096 -0.30
H 22.56017 -24.83696 3.54012 0.09
H 22.66287 -25.38210 1.78499 0.26
H 21.24725 -23.66998 1.36381 0.27
H 21.03613 -23.36857 3.26719 0.24
C 20.91663 -25.18687 9.28647 -0.05
C 19.40254 -25.28742 9.55946 0.02
O 19.46819 -25.88955 10.82259 -0.40
C 20.64913 -26.03053 11.28742 0.68
O 20.92080 -26.54713 12.36147 -0.65
O 21.43554 -25.50071 10.47981 -0.35
H 21.24822 -24.22097 8.93593 0.27
H 21.01599 -25.97132 8.58165 0.21
H 18.81177 -25.78230 8.83077 0.10
H 18.83334 -24.33732 9.66169 0.15
C 17.44627 -24.25417 6.49374 0.16
C 17.83924 -23.88822 5.07203 0.39
O 16.64060 -23.36380 4.66177 -0.45
C 15.66343 -23.31710 5.45463 0.72
O 14.55815 -23.07631 5.08352 -0.61
O 16.14744 -23.58722 6.65193 -0.43
H 18.13351 -23.88936 7.27703 -0.06
H 17.27455 -25.37059 6.77081 0.07
H 18.30281 -24.74769 4.61482 -0.05
H 18.42142 -23.00318 4.98128 0.20
```

***

The following is a DFT calculation (ωB97M-V/def2-TZVPD) of a molecular structure, C28H42N2O8S.

Calculated values
Kohn-Sham gap = 8.3 eV
HOMO energy = -0.306 hartree
E_LUMO = -0.06 eV
Max |F| = 1.790 eV/Å

```
81
Properties=species:S:1:pos:R:3:mulliken_charge:R:1
C 5.97250 -1.82351 3.57852 -0.62
O 5.82173 -0.43029 3.84008 -0.44
C 4.45839 -0.01672 3.66371 -0.75
C 4.05042 0.05856 2.16225 -0.18
C 3.28188 -1.22156 1.66599 -0.46
C 1.95309 -1.43280 2.43560 -0.51
C 0.98700 -2.45379 1.77551 -1.12
C 0.55272 -2.03602 0.33601 0.11
C -0.93062 -1.57250 0.22111 -1.15
C -1.45311 -0.79379 1.43411 0.43
C -2.43203 -1.48624 2.28910 -0.42
C -2.97256 -0.93359 3.41769 -1.04
C -2.54961 0.40294 3.74289 0.52
N -2.94610 1.15856 4.78636 -0.71
S -2.13136 2.55552 4.68958 0.09
N -1.23002 2.34161 3.33356 -0.62
C -1.57760 1.11852 2.91175 0.65
C -1.02516 0.48985 1.71470 0.41
C -0.00225 1.32711 0.93185 0.23
O 0.00473 1.10198 -0.47341 -0.39
C 1.31845 1.30077 -0.99675 -0.67
H 6.78557 -2.25810 4.17924 0.27
H 6.19589 -1.94078 2.49372 0.21
H 5.01423 -2.35955 3.73958 0.27
H 3.79848 -0.66459 4.27018 0.40
H 4.39221 1.00702 4.07522 0.34
H 3.39529 0.93208 1.98698 0.37
H 4.94844 0.18830 1.54377 0.07
H 3.14115 -1.07216 0.57799 0.25
H 3.93097 -2.11403 1.76498 0.46
H 2.23930 -1.86848 3.41855 0.31
H 1.45342 -0.47193 2.67287 0.34
H 1.55082 -3.40562 1.68433 0.43
H 0.13121 -2.66083 2.44266 0.41
H 0.70496 -2.89695 -0.34591 0.46
H 1.18132 -1.22828 -0.07274 -0.63
H -1.08785 -0.96051 -0.68308 0.44
H -1.56793 -2.46526 0.09390 0.33
H -2.69835 -2.50785 1.98707 0.42
H -3.67762 -1.47549 4.05918 0.41
H 0.98467 1.21496 1.42051 -0.23
H -0.29847 2.38933 1.08304 0.43
H 1.26341 1.79062 -1.98956 0.30
H 1.86907 0.35244 -1.14795 0.22
H 1.94635 1.95263 -0.36205 0.33
O -2.92230 -3.27267 -1.71508 -0.59
C -3.88317 -2.57021 -1.58256 0.41
O -4.15014 -1.88597 -0.43989 -0.18
C -5.42127 -1.22632 -0.55518 -0.55
C -5.66845 -1.09865 -2.04776 -0.23
C -4.98165 -2.34036 -2.59724 -0.40
H -6.17783 -1.83963 -0.05859 0.27
H -5.37417 -0.25786 -0.05959 0.33
H -6.72367 -1.03045 -2.30463 0.34
H -5.17164 -0.20712 -2.43061 0.10
H -5.64543 -3.20624 -2.60354 0.25
H -4.56910 -2.17045 -3.58792 0.30
O 5.21433 2.13746 0.40698 -0.47
C 6.34433 2.47708 0.20816 0.41
O 6.70176 3.37476 -0.74493 -0.39
C 8.13375 3.48026 -0.79980 -0.43
C 8.62172 2.99919 0.55541 -0.60
C 7.57343 1.95787 0.92344 -0.23
H 8.49693 2.85449 -1.61876 0.26
H 8.41415 4.51354 -0.99607 0.32
H 9.63972 2.61262 0.53386 0.34
H 8.58989 3.82098 1.27378 0.28
H 7.82148 0.97070 0.52934 0.26
H 7.40776 1.90832 1.99707 0.27
O -7.12560 -1.64892 -5.16446 -0.55
C -7.12110 -0.46341 -5.32478 0.45
O -6.33363 0.38279 -4.61107 -0.22
C -6.64212 1.74303 -4.96165 -0.49
C -7.28341 1.66550 -6.33583 -0.53
C -7.99121 0.31831 -6.28482 -0.45
H -7.32071 2.15063 -4.20833 0.30
H -5.72732 2.33273 -4.96742 0.32
H -7.94466 2.50392 -6.54976 0.33
H -6.50907 1.64387 -7.10535 0.27
H -8.99542 0.40005 -5.86547 0.26
H -8.02324 -0.16142 -7.25960 0.30
```

***

The following is a DFT calculation (ωB97M-V/def2-TZVPD) of C7H8 in the gas phase.

Calculated values
Kohn-Sham gap = 9.9 eV
HOMO energy = -0.324 hartree
ΔE to the lowest compared entry with this formula, charge and spin = 111.6 kJ/mol
E_LUMO = 1.04 eV
Max |F| = 3.395 eV/Å

```
15
Properties=species:S:1:pos:R:3:mulliken_charge:R:1
C -0.59170 1.83911 1.10388 -1.37
C -0.23654 0.58075 0.42762 0.77
C 0.37577 0.64869 -0.82002 -0.30
C 0.60906 -0.42618 -1.64599 -0.43
C 0.76173 -1.66356 -1.04536 -0.50
C 0.04747 -1.85676 0.19480 -0.34
C -0.42664 -0.72161 0.88131 -0.37
H 0.25892 2.45869 1.40792 0.30
H -1.25595 2.48467 0.44310 0.28
H -1.14828 1.74797 2.05122 0.35
H 0.55791 1.64590 -1.23075 0.33
H 0.50694 -0.44282 -2.71815 0.35
H 1.17392 -2.56429 -1.50151 0.34
H 0.02845 -2.89923 0.51585 0.34
H -0.66106 -0.83133 1.93607 0.26
```